19
Properties=species:S:1:pos:R:3 method="wB97M-V/def2-TZVPD" homo_ev=-8.413 smiles="C=C/C(=C/C)CC" molar_mass_da=96.2 homo_lumo_gap_ev=9.373 energy_ev=-7451.1730 de_lowest_ev=2.2584
C 0.857 -0.807 0.059
C -0.129 0.847 1.747
C -0.109 0.289 0.321
C -1.808 -0.143 -1.484
C 0.812 1.490 2.447
C -1.193 0.630 -0.394
C 1.447 -1.114 -1.359
H 0.384 -1.766 0.380
H -1.144 -0.866 -1.972
H -2.703 -0.680 -1.146
H 0.791 -1.872 -1.755
H 1.462 -0.267 -2.031
H -1.154 1.126 2.005
H -1.734 1.453 0.065
H 2.479 -1.418 -1.208
H 1.692 -0.682 0.757
H -2.273 0.453 -2.283
H 0.509 2.223 3.202
H 1.813 1.105 2.651